Record 1
{"formula": "C44H48N11S3V", "method": "wB97M-V/def2-TZVPD", "elements": ["V", "N", "C", "C", "N", "C", "C", "N", "C", "C", "N", "H", "H", "H", "H", "H", "H", "H", "H", "H", "H", "H", "H", "H", "H", "H", "H", "H", "H", "N", "S", "N", "S", "N", "S", "N", "C", "C", "C", "C", "C", "C", "C", "C", "C", "C", "C", "C", "C", "C", "C", "C", "C", "C", "C", "C", "C", "C", "C", "C", "C", "C", "C", "C", "C", "C", "C", "C", "C", "C", "C", "C", "H", "H", "H", "H", "H", "H", "H", "H", "H", "H", "H", "H", "H", "H", "H", "H", "H", "H", "H", "H", "H", "H", "H", "H", "H", "H", "H", "H", "H", "H", "N", "C", "N", "C", "N"], "positions_angstrom": [[1.489, -1.703, 0.009], [2.670, -0.172, 0.410], [3.865, -0.210, -0.454], [4.600, -1.481, -0.027], [3.624, -2.600, 0.206], [3.758, -3.646, -0.838], [2.655, -4.693, -0.749], [1.354, -4.027, -0.560], [3.773, -3.174, 1.563], [2.999, -2.386, 2.603], [1.613, -2.212, 2.129], [1.349, 0.630, -0.883], [2.901, 0.093, 1.363], [4.490, 0.676, -0.341], [3.539, -0.281, -1.487], [5.138, -1.289, 0.903], [5.340, -1.766, -0.775], [4.736, -4.136, -0.780], [3.692, -3.143, -1.802], [2.825, -5.376, 0.081], [2.693, -5.296, -1.659], [0.655, -4.658, -0.185], [0.999, -3.718, -1.459], [4.826, -3.237, 1.849], [3.380, -4.189, 1.551], [3.444, -1.403, 2.764], [3.048, -2.918, 3.554], [1.091, -1.572, 2.720], [1.122, -3.102, 2.152], [-0.354, -1.870, 0.016], [-1.777, -1.361, -0.075], [-2.186, 0.009, 0.528], [-1.943, 1.373, -0.404], [-0.769, 1.542, -1.231], [1.054, 3.210, 0.468], [1.408, 0.266, 0.069], [1.566, 3.158, 2.162], [2.218, 4.207, 2.807], [2.472, 4.131, 4.167], [2.059, 3.023, 4.900], [1.392, 1.987, 4.264], [1.153, 2.047, 2.896], [2.550, 3.524, -0.414], [2.401, 3.897, -1.752], [3.517, 4.124, -2.540], [4.795, 3.988, -2.009], [4.944, 3.615, -0.682], [3.831, 3.372, 0.114], [-2.239, 2.592, 0.888], [-2.364, 2.281, 2.234], [-2.496, 3.308, 3.160], [-2.498, 4.629, 2.738], [-2.382, 4.930, 1.387], [-2.254, 3.913, 0.458], [-3.515, 1.501, -1.281], [-4.734, 1.351, -0.629], [-5.905, 1.485, -1.353], [-5.849, 1.768, -2.716], [-4.627, 1.910, -3.353], [-3.446, 1.780, -2.631], [-2.768, -2.500, 0.859], [-2.865, -3.808, 0.396], [-3.532, -4.746, 1.164], [-4.076, -4.380, 2.391], [-3.961, -3.076, 2.846], [-3.304, -2.122, 2.078], [-2.443, -1.483, -1.712], [-3.812, -1.674, -1.872], [-4.330, -1.702, -3.154], [-3.491, -1.535, -4.249], [-2.132, -1.326, -4.073], [-1.599, -1.297, -2.793], [2.517, 5.079, 2.240], [2.980, 4.947, 4.663], [2.244, 2.979, 5.965], [1.049, 1.135, 4.840], [0.634, 1.252, 2.368], [1.402, 4.001, -2.160], [3.392, 4.412, -3.576], [5.664, 4.181, -2.623], [5.936, 3.508, -0.259], [3.960, 3.086, 1.150], [-2.348, 1.246, 2.545], [-2.590, 3.074, 4.213], [-2.583, 5.427, 3.464], [-2.379, 5.962, 1.059], [-2.143, 4.133, -0.598], [-4.755, 1.137, 0.434], [-6.862, 1.374, -0.861], [-6.767, 1.883, -3.278], [-4.589, 2.126, -4.413], [-2.469, 1.892, -3.087], [-2.437, -4.077, -0.562], [-3.630, -5.763, 0.807], [-4.593, -5.117, 2.991], [-4.385, -2.795, 3.802], [-3.212, -1.096, 2.403], [-4.458, -1.796, -1.012], [-5.391, -1.857, -3.298], [-3.904, -1.565, -5.249], [-1.487, -1.194, -4.931], [-0.553, -1.110, -2.616], [1.685, -1.553, -1.948], [1.681, -1.872, -3.086], [1.820, -2.171, -4.287], [0.953, -2.713, -5.127], [0.244, -3.207, -5.892]], "forces_ev_per_a": [[-1.0041, -0.1079, 0.5029], [0.4442, 0.7049, -0.1451], [0.0497, -0.2438, 0.0118], [-0.1149, 0.0333, 0.0342], [-0.0696, 0.1001, -0.1908], [0.0219, -0.0474, 0.0276], [-0.0125, 0.0457, -0.0413], [0.2384, 0.1427, -0.1227], [-0.0435, 0.0076, -0.0340], [0.0782, -0.0005, -0.0039], [0.2261, -0.1396, -0.1266], [-0.0597, 0.2400, 0.0657], [-0.0780, 0.0825, 0.0215], [-0.0896, 0.0581, 0.0494], [-0.0452, 0.1126, -0.0020], [-0.0085, -0.0612, 0.0225], [0.0194, -0.0494, 0.0284], [0.0228, 0.0218, 0.0267], [0.0816, 0.0269, 0.0104], [-0.0221, -0.0148, 0.0029], [-0.0286, -0.0305, 0.0100], [-0.0081, 0.0496, 0.0951], [-0.1529, -0.1007, 0.0112], [0.0197, -0.0457, -0.0379], [0.0109, -0.0032, -0.0104], [-0.0411, 0.0249, 0.0019], [-0.0207, 0.0450, 0.0398], [-0.0271, 0.0395, -0.0657], [-0.0936, 0.0484, 0.1012], [0.1596, -0.2197, -0.3780], [-0.1925, 0.5297, 0.4833], [-0.0469, 0.1203, 0.0737], [0.0526, 0.1836, -0.1551], [-0.0715, -0.2605, -0.3816], [0.1923, 0.5689, 0.1976], [-0.1086, -0.8508, 0.3195], [-0.1022, -0.0564, 0.0337], [-0.0071, -0.0159, -0.0047], [0.0308, -0.0438, 0.0055], [-0.0074, 0.0435, 0.0047], [-0.0044, -0.0271, -0.0085], [0.0880, -0.0419, -0.0244], [0.0684, -0.0263, 0.0424], [0.0089, -0.0528, 0.0368], [-0.0026, -0.0502, -0.0146], [0.0154, 0.0008, -0.0100], [-0.0184, -0.0626, 0.0023], [-0.0082, -0.0053, -0.0306], [-0.0110, -0.1412, 0.1778], [0.0244, 0.0375, -0.0452], [0.0298, -0.0170, -0.0123], [0.0141, -0.0010, 0.0121], [0.0004, 0.0231, 0.0009], [0.0063, -0.0369, -0.0355], [-0.1319, -0.0782, 0.1500], [0.0692, 0.0017, -0.0255], [-0.0026, 0.0077, -0.0120], [-0.0204, -0.0242, 0.0057], [0.0436, 0.0009, -0.0075], [0.0054, 0.0128, -0.0042], [0.1286, -0.2075, 0.1250], [0.0295, 0.0299, 0.0176], [0.0025, 0.0027, 0.0043], [0.0069, -0.0137, -0.0036], [0.0157, 0.0004, 0.0024], [-0.0452, 0.0437, -0.0640], [0.0895, -0.2624, -0.1480], [0.0582, -0.0028, 0.0118], [-0.0166, -0.0057, 0.0127], [-0.0165, 0.0080, -0.0153], [0.0065, 0.0221, -0.0007], [-0.0702, -0.0341, 0.0094], [-0.0133, 0.0055, 0.0032], [-0.0052, 0.0015, -0.0017], [0.0050, 0.0016, -0.0038], [-0.0024, -0.0017, -0.0055], [-0.0224, 0.0284, 0.0436], [0.0212, 0.0190, -0.0309], [-0.0194, 0.0107, 0.0089], [-0.0062, -0.0002, -0.0013], [-0.0073, 0.0272, 0.0143], [0.0149, 0.0192, 0.0014], [0.0038, 0.0081, 0.0227], [0.0070, 0.0032, -0.0022], [-0.0268, -0.0007, -0.0067], [-0.0141, -0.0054, -0.0014], [0.0181, 0.0152, 0.0111], [-0.0234, -0.0025, -0.0061], [0.0019, 0.0135, 0.0000], [0.0006, -0.0175, 0.0005], [-0.0023, 0.0111, 0.0063], [-0.0073, -0.0116, -0.0079], [-0.0114, -0.0138, 0.0037], [-0.0115, 0.0048, -0.0021], [-0.0078, 0.0054, -0.0041], [-0.0125, 0.0087, -0.0110], [-0.0282, 0.0028, 0.0085], [-0.0159, 0.0132, -0.0087], [-0.0004, 0.0162, -0.0016], [0.0093, -0.0024, -0.0003], [-0.0039, -0.0153, -0.0041], [0.0047, 0.0849, -0.0036], [0.4185, -0.3209, -0.6807], [0.0305, -0.0134, 0.1538], [0.1910, 0.0979, -0.3236], [-0.0024, -0.0650, 0.2565], [-0.0378, 0.0342, -0.0582]], "lowdin_spin": [1.09, -0.03, 0.00, 0.00, -0.01, 0.00, 0.00, 0.00, 0.00, 0.00, 0.00, 0.00, 0.00, 0.00, 0.00, 0.00, 0.00, 0.00, 0.00, 0.00, 0.00, 0.00, 0.00, 0.00, 0.00, 0.00, 0.00, 0.00, 0.00, -0.03, -0.01, 0.00, 0.00, 0.00, 0.00, -0.03, 0.00, 0.00, 0.00, 0.00, 0.00, 0.00, 0.00, 0.00, 0.00, 0.00, 0.00, 0.00, 0.00, 0.00, 0.00, 0.00, 0.00, 0.00, 0.00, 0.00, 0.00, 0.00, 0.00, 0.00, 0.00, 0.00, 0.00, 0.00, 0.00, 0.00, 0.00, 0.00, 0.00, 0.00, 0.00, 0.00, 0.00, 0.00, 0.00, 0.00, 0.00, 0.00, 0.00, 0.00, 0.00, 0.00, 0.00, 0.00, 0.00, 0.00, 0.00, 0.00, 0.00, 0.00, 0.00, 0.00, 0.00, 0.00, 0.00, 0.00, 0.00, 0.00, 0.00, 0.00, 0.00, 0.00, 0.00, 0.01, 0.01, 0.00, 0.00], "orbital_gap_ev": [6.054, 6.657], "e_homo_ev": [-9.4, -9.4], "total_charge": 1, "multiplicity": 2}



Record 2
{"formula": "C16H16Br18IN3OS", "method": "wB97M-V/def2-TZVPD", "elements": ["N", "C", "C", "C", "C", "C", "C", "C", "O", "I", "C", "C", "N", "S", "N", "C", "H", "H", "H", "H", "H", "H", "H", "H", "H", "H", "C", "Br", "Br", "Br", "H", "C", "Br", "Br", "Br", "H", "C", "Br", "Br", "Br", "H", "C", "Br", "Br", "Br", "H", "C", "Br", "Br", "Br", "H", "C", "Br", "Br", "Br", "H"], "positions_angstrom": [[-0.380, 2.631, -5.600], [0.936, 2.036, -5.636], [0.976, 0.559, -6.051], [0.243, -0.256, -5.060], [0.805, -0.684, -4.027], [0.124, -1.411, -3.076], [0.810, -1.882, -1.843], [2.136, -2.443, -2.225], [3.147, -1.825, -2.375], [2.086, -4.596, -2.578], [-1.103, -1.694, -3.211], [-1.738, -1.253, -4.310], [-2.995, -1.432, -4.588], [-3.270, -0.722, -5.932], [-1.819, -0.161, -6.254], [-1.090, -0.523, -5.258], [-0.908, 2.372, -6.417], [-0.888, 2.300, -4.801], [1.267, 2.042, -4.619], [1.593, 2.622, -6.245], [0.513, 0.417, -7.007], [2.000, 0.254, -6.083], [1.834, -0.467, -3.868], [0.941, -1.089, -1.139], [0.233, -2.651, -1.391], [-1.619, -2.264, -2.485], [-5.729, -4.503, -3.607], [-4.858, -6.008, -4.424], [-4.744, -3.848, -2.090], [-6.082, -3.111, -4.881], [-6.682, -4.846, -3.240], [3.423, 0.232, 1.253], [1.911, -0.945, 1.439], [3.056, 1.630, -0.011], [4.004, 0.916, 2.950], [4.236, -0.354, 0.854], [3.644, 0.842, 7.200], [4.636, 2.194, 6.253], [2.863, -0.437, 6.006], [4.736, -0.011, 8.533], [2.834, 1.343, 7.710], [0.973, 3.305, 5.071], [0.180, 3.147, 6.821], [0.135, 2.119, 3.808], [0.941, 5.125, 4.457], [2.010, 3.015, 5.153], [-3.329, 0.852, 1.905], [-4.290, -0.795, 2.142], [-1.455, 0.538, 1.612], [-4.088, 1.928, 0.509], [-3.416, 1.409, 2.824], [0.345, 1.248, 10.840], [-0.565, 1.153, 12.528], [-0.455, 0.097, 9.527], [0.466, 3.058, 10.198], [1.352, 0.899, 10.999]], "forces_ev_per_a": [[-0.0681, 0.4631, -0.2380], [-0.6197, -0.7008, 0.0785], [-0.1831, 0.7950, 0.0255], [-0.5531, 2.8752, -5.8441], [3.7253, -1.2289, 4.3910], [4.1941, -0.0518, 2.3358], [0.5073, -0.2708, -0.2018], [1.5368, 0.4351, 0.1147], [-0.8982, -0.7225, 0.1830], [0.0365, 0.1431, -0.0462], [-3.6476, -2.1436, 1.6954], [-1.5522, -0.1753, -0.2924], [-2.2425, -1.2339, 1.1784], [-1.2818, 0.6072, -1.9492], [-1.4222, 1.1399, -2.4754], [1.0951, 0.1226, 0.0754], [-0.2252, -0.0143, -0.2176], [-0.2637, -0.0908, 0.2361], [0.7191, 0.3310, 0.6677], [0.4519, 0.3737, -0.3788], [-0.0599, 0.0489, -0.8058], [0.7522, -0.3124, -0.1825], [0.8173, 0.1111, 0.1657], [0.3375, 0.6572, 0.3706], [-0.5228, -0.5813, 0.4704], [-0.6359, -0.5342, 0.5987], [0.1013, 0.0415, 0.0117], [0.0314, -0.0107, -0.0107], [0.0091, 0.0112, 0.0172], [-0.1110, 0.0023, -0.0561], [-0.0829, -0.0312, 0.0294], [0.0771, 0.1018, -0.0576], [-0.0006, -0.0526, 0.2305], [-0.0484, 0.0348, 0.0020], [0.0062, 0.0889, -0.1788], [0.0250, -0.0871, -0.0653], [-0.0418, -0.0912, 0.0854], [0.0057, 0.0704, -0.0370], [-0.1208, -0.0480, 0.1428], [-0.0199, 0.0260, 0.0317], [-0.0438, 0.0448, 0.0291], [-0.0887, -0.0296, -0.0580], [0.1651, -0.0717, -0.1678], [0.1299, 0.2469, 0.2623], [0.0198, 0.0358, -0.0305], [0.0640, -0.0295, 0.0397], [-0.0258, 0.0197, 0.0056], [-0.0089, -0.0291, -0.0136], [-0.0937, -0.3086, -0.3826], [-0.0094, 0.0022, -0.0364], [0.0085, 0.0390, 0.0712], [-0.0571, 0.0144, 0.0129], [-0.0179, -0.0003, -0.0020], [0.0044, -0.0267, -0.0494], [0.0241, 0.0194, 0.1965], [0.1021, -0.0252, 0.0225]], "nbo_charge": [-0.82, -0.20, -0.44, -0.01, -0.24, 0.10, -0.58, 0.53, -0.51, -0.01, -0.22, 0.06, -0.62, 1.00, -0.64, 0.13, 0.36, 0.35, 0.18, 0.19, 0.22, 0.21, 0.22, 0.25, 0.24, 0.22, -0.50, 0.09, 0.09, 0.09, 0.22, -0.50, 0.08, 0.10, 0.10, 0.23, -0.51, 0.09, 0.11, 0.10, 0.23, -0.51, 0.08, 0.08, 0.09, 0.22, -0.50, 0.09, 0.10, 0.10, 0.23, -0.50, 0.10, 0.10, 0.10, 0.22], "orbital_gap_ev": 8.602, "e_homo_ev": -9.0, "total_charge": 0}



Record 3
{"formula": "C11H25F5NO3P2ReTe", "method": "wB97M-V/def2-TZVPD", "elements": ["C", "C", "N", "C", "C", "C", "C", "P", "Re", "P", "C", "O", "O", "H", "H", "H", "C", "C", "H", "H", "H", "H", "C", "C", "H", "H", "H", "H", "H", "H", "H", "H", "H", "H", "H", "H", "H", "H", "H", "H", "H", "H", "F", "Te", "F", "F", "F", "F", "O"], "positions_angstrom": [[-1.573, -3.705, -1.902], [-1.169, -2.360, -1.649], [-0.569, -2.103, -0.441], [-0.254, -3.070, 0.422], [-0.540, -4.394, 0.157], [-1.318, -4.691, -0.955], [-1.261, -1.275, -2.571], [-0.219, 0.114, -2.239], [-0.293, 0.092, 0.163], [0.422, -0.889, 2.107], [0.482, -2.696, 1.654], [-5.449, -0.276, -2.032], [-3.155, 2.664, 0.587], [-2.096, -3.936, -2.807], [-0.261, -5.137, 0.889], [-1.667, -5.703, -1.108], [1.379, 0.209, -3.145], [-1.010, 1.628, -2.865], [0.180, -3.200, 2.567], [1.545, -2.854, 1.541], [-6.100, 0.023, -2.686], [-1.467, -1.540, -3.620], [2.008, -0.371, 2.665], [-0.652, -0.787, 3.560], [-1.963, -0.297, 0.615], [-2.833, 2.636, -0.332], [-3.938, 2.088, 0.593], [-5.802, -1.117, -1.684], [1.236, 0.050, -0.584], [-1.507, -0.439, 1.405], [1.203, 0.503, -4.194], [2.000, 0.970, -2.656], [1.895, -0.761, -3.120], [-1.188, 1.483, -3.941], [-1.965, 1.771, -2.340], [-0.346, 2.491, -2.692], [-0.331, -1.611, 4.201], [-0.483, 0.182, 4.045], [-1.712, -0.899, 3.300], [2.213, -0.954, 3.561], [2.749, -0.569, 1.895], [2.020, 0.697, 2.886], [1.903, 4.932, 0.218], [2.274, 2.983, 0.250], [3.022, 1.130, 0.147], [2.728, 2.966, 2.200], [2.068, 2.888, -1.735], [4.058, 3.477, -0.078], [-0.390, 1.772, 0.498]], "forces_ev_per_a": [[0.0542, 0.8658, 0.5279], [0.1658, -1.1183, 0.4952], [0.1746, 0.5519, 0.2265], [0.0118, 0.3542, -0.6138], [-0.8096, -0.2993, 0.0976], [0.4290, 0.1046, -0.3480], [0.8605, -1.3913, -1.4872], [-0.3654, 2.0660, 0.6652], [0.5406, -1.1126, -1.4430], [-0.0556, -0.6452, 0.0553], [0.4560, 1.2895, 1.1581], [-0.3335, -0.5226, 0.0376], [-0.2832, -0.4337, -0.4743], [-0.1909, -0.0622, -0.3100], [-0.0452, -0.1598, -0.0971], [0.0417, -0.0060, -0.1219], [-0.1566, -0.8065, -0.2919], [-0.4653, -0.2590, -0.3375], [-0.1701, -0.5912, -0.1719], [0.4362, -0.4042, -0.2273], [0.2177, -0.1530, 0.2954], [-0.5116, 0.1529, 0.5489], [0.6647, -0.4707, 0.5991], [0.2379, -0.1557, 0.1137], [-0.8694, -0.0412, -0.0774], [-0.2071, 0.0507, 0.6226], [0.3116, 0.3751, -0.0932], [0.1664, 0.6848, -0.3136], [-0.1254, -0.5013, 0.6284], [-0.5199, 0.5663, -1.2341], [0.0039, -0.1903, 0.4178], [-0.3346, -0.2797, -0.0685], [-0.0553, 0.3084, 0.0004], [-0.0288, 0.3701, 0.2279], [0.3028, 0.0170, -0.2883], [-0.2169, -0.4363, -0.0658], [-0.2115, 0.2006, 0.4070], [-0.1397, -0.2729, -0.0177], [0.3014, -0.0129, 0.1722], [0.4590, 0.1611, 0.2512], [0.0640, 0.0136, -0.0119], [-0.0819, -0.0563, 0.0488], [0.0528, -2.1178, 0.1331], [2.6772, 0.6081, -0.4709], [-0.7148, 1.7041, 0.1993], [-0.7557, -0.0223, -1.8912], [-0.1456, 0.1260, 1.8746], [-1.3952, -0.2878, 0.2951], [0.5590, 2.2394, 0.3577]], "lowdin_spin": [0.12, 0.03, 0.09, 0.02, 0.12, 0.01, 0.50, 0.09, 0.58, 0.01, 0.00, 0.00, 0.00, 0.00, 0.01, 0.00, 0.03, 0.02, 0.00, 0.00, 0.00, 0.02, 0.00, 0.00, 0.00, 0.00, 0.00, 0.00, 0.01, 0.02, 0.00, 0.00, 0.00, 0.00, 0.00, 0.00, 0.00, 0.00, 0.00, 0.00, 0.00, 0.00, 0.20, 0.22, 0.15, 0.18, 0.15, 0.00, 0.41], "orbital_gap_ev": [7.006, 4.595], "e_homo_ev": [-10.3, -11.8], "total_charge": 1, "multiplicity": 4}